(1)
{
  "formula": "C23H24FNO6",
  "method": "the ωB97M-V functional and the def2-TZVPD basis",
  "symbols": ["C", "C", "H", "O", "C", "C", "C", "C", "C", "C", "H", "H", "C", "C", "C", "O", "C", "O", "N", "C", "H", "H", "C", "O", "C", "C", "O", "H", "H", "H", "H", "H", "H", "H", "C", "C", "C", "C", "C", "C", "C", "H", "H", "F", "H", "H", "H", "O", "H", "H", "H", "H", "H", "H", "H"],
  "positions_angstrom": [[-6.5133, 1.0409, 0.6460], [-5.0263, 0.8864, 0.9226], [-4.8016, 1.1650, 1.9613], [-4.6882, -0.4705, 0.7009], [-3.4068, -0.8694, 0.8557], [-3.1540, -2.2221, 0.6029], [-1.8829, -2.7289, 0.7228], [-0.8153, -1.8974, 1.0714], [-1.0714, -0.5584, 1.3469], [-2.3517, -0.0484, 1.2483], [-2.5155, 0.9913, 1.4830], [-0.2764, 0.0901, 1.6780], [0.5319, -2.4693, 1.1401], [1.6545, -1.8644, 0.6386], [2.9167, -2.5499, 0.6209], [3.1558, -3.6465, 1.1225], [3.8726, -1.6872, -0.1800], [5.0365, -1.8961, -0.4402], [3.1506, -0.6175, -0.5951], [3.7404, 0.4363, -1.3774], [4.8190, 0.2586, -1.3490], [3.3926, 0.3852, -2.4170], [3.4154, 1.8241, -0.8251], [3.7197, 1.8380, 0.5521], [3.4039, 3.0298, 1.2243], [1.8948, 3.2166, 1.4582], [1.2886, 2.0538, 1.9691], [1.8087, 1.7409, 2.7194], [1.3765, 3.4339, 0.5213], [1.7491, 4.0678, 2.1378], [3.7973, 3.9062, 0.6895], [3.9135, 2.9464, 2.1894], [4.0154, 2.5778, -1.3572], [2.3541, 2.0480, -0.9969], [1.7791, -0.5687, -0.1194], [0.7875, -0.4806, -1.2566], [0.7684, -1.4705, -2.2318], [-0.1509, -1.4270, -3.2627], [-1.0536, -0.3796, -3.3024], [-1.0503, 0.6238, -2.3517], [-0.1197, 0.5676, -1.3302], [-0.1082, 1.3407, -0.5771], [-1.7662, 1.4277, -2.4187], [-1.9612, -0.3326, -4.2989], [-0.1790, -2.1894, -4.0248], [1.4795, -2.2817, -2.1806], [1.6566, 0.2966, 0.5430], [0.6072, -3.6808, 1.6726], [1.5542, -3.9918, 1.6240], [-1.6939, -3.7734, 0.5304], [-3.9813, -2.8508, 0.3151], [-4.4449, 1.5323, 0.2505], [-6.7306, 0.7598, -0.3806], [-6.8143, 2.0721, 0.8060], [-7.0825, 0.3954, 1.3090]],
  "relative_energy_ev": 0.000,
  "smiles": "CCOc1ccc(/C(O)=C2/C(=O)C(=O)N(CCOCCO)[C@H]2c2ccc(F)cc2)cc1",
  "homo_lumo_gap_ev": 8.35,
  "largest_force_ev_per_a": 0.86,
  "e_tot_ha": -1496.90800,
  "homo_ev": -8.546
}

(2)
{
  "formula": "C23H24IrN6O8PSSe",
  "method": "the ωB97M-V functional and the def2-TZVPD basis",
  "symbols": ["Ir", "S", "N", "C", "C", "C", "C", "C", "N", "C", "C", "N", "C", "C", "C", "C", "C", "N", "H", "H", "H", "H", "H", "H", "O", "C", "O", "C", "C", "N", "N", "C", "C", "O", "O", "H", "H", "H", "O", "Se", "O", "O", "O", "C", "C", "P", "C", "C", "C", "C", "H", "H", "H", "H", "H", "H", "H", "H", "H", "H", "H", "H", "H", "H", "H"],
  "positions_angstrom": [[0.5598, -1.2819, 0.4772], [-4.9889, -2.0388, -4.4410], [-4.8948, -2.5167, -2.9043], [-3.7020, -2.1559, -2.4631], [-3.1872, -2.3921, -1.1263], [-3.8710, -3.0680, -0.1129], [-3.2553, -3.2390, 1.1068], [-1.9731, -2.7288, 1.3089], [-1.3323, -2.0761, 0.3520], [-1.9116, -1.9135, -0.8522], [-1.1075, -1.2324, -1.8583], [0.1277, -0.8457, -1.4714], [0.9292, -0.2578, -2.3522], [0.5255, -0.0108, -3.6626], [-0.7362, -0.3866, -4.0683], [-1.5778, -1.0164, -3.1496], [-2.9199, -1.4854, -3.4451], [-3.5384, -1.3553, -4.6063], [-4.8637, -3.4525, -0.3051], [-3.7454, -3.7673, 1.9116], [-1.4298, -2.8424, 2.2386], [1.9136, 0.0097, -1.9895], [1.2151, 0.4657, -4.3443], [-1.0824, -0.2150, -5.0786], [5.8346, -3.2232, -0.7306], [5.9149, -2.0066, -0.1938], [6.9761, -1.4575, -0.0302], [4.6387, -1.3459, 0.1666], [4.5159, -0.0931, 0.7717], [3.2318, 0.2332, 0.9543], [2.5153, -0.7822, 0.4569], [3.3177, -1.7526, 0.0057], [2.6471, -3.0060, -0.3997], [3.2557, -3.9586, -0.8657], [1.3580, -3.0004, -0.1966], [4.9014, -3.5466, -0.7974], [5.3088, 0.5646, 1.0877], [2.2085, 0.5653, 2.5531], [1.5510, 0.6871, 3.2719], [0.6162, -0.7736, 3.7415], [-0.5050, 0.4080, 1.1378], [0.8848, -1.8252, 2.4007], [1.4668, -1.4583, 4.9154], [-2.1280, 2.1701, 3.1746], [-0.8503, 2.7138, 2.5346], [-0.4869, 1.9180, 0.9659], [1.0522, 2.5694, 0.2984], [1.4621, 3.9541, 0.8054], [-1.8034, 2.3456, -0.2004], [-1.9725, 3.8346, -0.4931], [-2.2707, 2.6138, 4.1588], [-2.0646, 1.0891, 3.2988], [-3.0127, 2.3971, 2.5768], [0.0170, 2.5097, 3.1663], [-0.9055, 3.7929, 2.3734], [0.9515, 2.5621, -0.7923], [1.8262, 1.8386, 0.5542], [0.7060, 4.7166, 0.6147], [2.3812, 4.2648, 0.3103], [1.6605, 3.9304, 1.8764], [-2.7223, 1.9089, 0.1987], [-1.5681, 1.7922, -1.1162], [-2.1847, 4.4013, 0.4143], [-2.8014, 3.9958, -1.1815], [-1.0771, 4.2553, -0.9514]],
  "relative_energy_ev": 0.017,
  "homo_lumo_gap_ev": 6.82,
  "largest_force_ev_per_a": 0.33,
  "e_tot_ha": -5066.79082,
  "homo_ev": -8.591
}

(3)
{
  "formula": "C23H24N2O6S",
  "method": "the ωB97M-V functional and the def2-TZVPD basis",
  "symbols": ["C", "H", "H", "H", "O", "C", "C", "C", "C", "C", "C", "H", "H", "C", "O", "N", "C", "C", "C", "C", "C", "C", "H", "H", "C", "C", "C", "C", "O", "C", "H", "H", "H", "H", "H", "H", "H", "H", "H", "S", "O", "O", "N", "C", "H", "C", "H", "O", "C", "H", "C", "H", "H", "H", "H", "H"],
  "positions_angstrom": [[4.3840, 2.2550, 2.5609], [4.3952, 1.5498, 3.3975], [5.3495, 2.2329, 2.0467], [4.1958, 3.2590, 2.9354], [3.3213, 1.9820, 1.6720], [3.2812, 0.7967, 1.0451], [2.2037, 0.6137, 0.1731], [2.0276, -0.5606, -0.5150], [2.9215, -1.6148, -0.3301], [4.0182, -1.4268, 0.5039], [4.2053, -0.2395, 1.1873], [5.0619, -0.1302, 1.8328], [4.7258, -2.2344, 0.6181], [2.7650, -2.9191, -1.0352], [3.7074, -3.5288, -1.4995], [1.4945, -3.3969, -1.1686], [0.3118, -2.9222, -0.5834], [-0.8528, -2.8632, -1.3442], [-2.0064, -2.3319, -0.8088], [-2.0299, -1.8497, 0.5021], [-0.8756, -1.9719, 1.2788], [0.2759, -2.5102, 0.7478], [1.1603, -2.6048, 1.3585], [-0.8814, -1.6353, 2.3025], [-3.2200, -1.2146, 1.0233], [-3.5231, -0.7094, 2.2630], [-4.8212, -0.1637, 2.1663], [-5.2304, -0.3642, 0.8792], [-4.2669, -1.0005, 0.1842], [-6.4903, -0.0080, 0.1770], [-6.2792, 0.6332, -0.6782], [-6.9878, -0.9044, -0.1919], [-7.1554, 0.5131, 0.8584], [-5.3767, 0.3145, 2.9468], [-2.9036, -0.7235, 3.1355], [-2.9022, -2.2720, -1.4076], [-0.8407, -3.2178, -2.3649], [1.4091, -4.1850, -1.7991], [1.1918, -0.6397, -1.1900], [1.0122, 1.9541, 0.0871], [1.6511, 3.1209, -0.4505], [0.3637, 2.0451, 1.3617], [-0.0921, 1.3310, -1.0229], [0.0689, 1.8099, -2.3831], [1.1353, 1.9229, -2.5742], [-0.6454, 3.1509, -2.5775], [-0.6415, 3.4459, -3.6282], [-2.0030, 3.0659, -2.1990], [-2.1308, 2.6792, -0.8479], [-3.2015, 2.6439, -0.6397], [-1.4801, 1.3169, -0.6038], [-1.4997, 1.0693, 0.4559], [-1.9964, 0.5412, -1.1780], [-1.6494, 3.4214, -0.1936], [-0.1293, 3.9110, -1.9747], [-0.3530, 1.0557, -3.0563]],
  "relative_energy_ev": 2.253,
  "smiles": "COc1ccc(C(=O)Nc2ccc(-c3ccc(C)o3)cc2)cc1S(=O)(=O)N1CCOCC1",
  "homo_lumo_gap_ev": 8.10,
  "largest_force_ev_per_a": 1.22,
  "e_tot_ha": -1849.96441,
  "homo_ev": -7.746
}

(4)
{
  "formula": "C23H24N3O4SScSe2",
  "method": "the ωB97M-V functional and the def2-TZVPD basis",
  "symbols": ["Sc", "O", "C", "C", "C", "O", "C", "Se", "C", "Se", "H", "H", "H", "H", "H", "H", "H", "H", "H", "H", "S", "C", "C", "N", "C", "H", "H", "H", "O", "C", "N", "C", "C", "O", "N", "C", "C", "C", "C", "C", "C", "C", "C", "C", "C", "C", "C", "H", "H", "H", "H", "H", "H", "H", "H", "H", "H", "H"],
  "positions_angstrom": [[-1.6328, -0.7035, 0.0671], [-1.5456, -3.3044, 3.9410], [-1.7205, -1.9624, 3.5700], [-0.3498, -1.3383, 3.2791], [0.5041, -1.4615, 4.5740], [1.8032, -0.9546, 4.4267], [-0.4655, 0.1614, 2.9730], [-2.1111, 0.8215, 2.0323], [0.3885, -2.1344, 2.1935], [-0.6937, -2.9575, 0.7252], [-2.3930, -3.7817, 3.8747], [-2.2268, -1.3794, 4.3690], [-2.3401, -1.8782, 2.6543], [0.5147, -2.5236, 4.8900], [0.0316, -0.8719, 5.3760], [2.3338, -1.5870, 3.9011], [0.3804, 0.5073, 2.3660], [-0.4648, 0.7387, 3.9076], [0.8629, -3.0118, 2.6567], [1.1422, -1.5217, 1.6866], [-5.9246, -2.5228, 0.9878], [-6.0283, -0.8498, 0.6190], [-4.8475, -0.4039, 0.1271], [-3.8613, -1.3565, 0.0365], [-4.3057, -2.5222, 0.4512], [-6.9514, -0.2962, 0.7856], [-4.6227, 0.6133, -0.1788], [-3.6999, -3.4148, 0.4525], [-2.3570, 0.7337, -3.8995], [-1.3856, 0.7401, -3.1934], [-0.1404, 1.2104, -3.5081], [0.7884, 1.1343, -2.4071], [-0.1174, 0.4530, -1.3969], [0.2051, 0.0806, -0.2331], [-1.3305, 0.2288, -1.8754], [1.9369, 0.1596, -2.6029], [3.0000, 0.2106, -1.7050], [4.0203, -0.7184, -1.7861], [3.9721, -1.7214, -2.7385], [2.9025, -1.7929, -3.6136], [1.8787, -0.8618, -3.5457], [1.2188, 2.5118, -1.9470], [2.2962, 3.1317, -2.5713], [2.6771, 4.4062, -2.1872], [1.9886, 5.0635, -1.1785], [0.9136, 4.4506, -0.5583], [0.5279, 3.1777, -0.9393], [0.0201, 1.7440, -4.3557], [3.0137, 0.9723, -0.9319], [4.8511, -0.6595, -1.0835], [4.7738, -2.4566, -2.7936], [2.8563, -2.5895, -4.3518], [1.0217, -0.9345, -4.2188], [2.8380, 2.6090, -3.3605], [3.5196, 4.8867, -2.6769], [2.2880, 6.0641, -0.8792], [0.3700, 4.9586, 0.2388], [-0.3237, 2.7035, -0.4446]],
  "relative_energy_ev": 0.000,
  "homo_lumo_gap_ev": 7.96,
  "largest_force_ev_per_a": 1.31,
  "e_tot_ha": -7318.01311,
  "homo_ev": -7.915
}